1.
{
  "formula": "C5H10NO",
  "method": "ωB97M-V/def2-TZVPD",
  "elements": ["C", "C", "C", "C", "C", "N", "O", "H", "H", "H", "H", "H", "H", "H", "H", "H", "H"],
  "positions_angstrom": [[-1.32190, -0.87153, -0.35627], [-0.34771, -0.08302, 0.18183], [-2.64839, -1.04023, 0.30645], [1.41112, 1.75991, 0.05505], [0.81677, 0.49032, -0.40583], [2.51297, -1.37870, 0.13013], [3.55009, -0.85069, 0.38439], [-1.13541, -1.36789, -1.31859], [-0.46012, 0.42520, 1.12680], [-3.47904, -0.44981, -0.20550], [-2.75464, -0.72985, 1.39063], [-2.91700, -2.12018, 0.07235], [2.38070, 2.00373, -0.35818], [1.33241, 1.93870, 1.18997], [0.55304, 2.51753, -0.31355], [1.75348, -0.71388, -0.39909], [0.75364, 0.47040, -1.48059]],
  "atomic_forces_ev_per_a": [[0.2473, 1.0125, 0.3860], [0.4696, 0.8988, 0.9126], [-1.1558, -0.7234, -0.4284], [-2.2527, 1.2912, 1.8947], [-1.5297, 0.0258, -1.5604], [3.6253, 0.8646, 1.0763], [-3.6001, -1.4122, -0.9611], [-0.2305, 0.1979, 0.3309], [-0.8095, -0.5311, 0.6577], [1.2015, -0.5947, 0.1416], [0.6306, -0.6841, -1.2579], [-0.0746, 1.1678, 0.8694], [-0.0142, 0.1611, -0.1200], [0.5154, -0.5556, -1.6067], [2.0261, -1.3101, 0.3209], [0.2539, 0.7475, 0.0799], [0.6973, -0.5562, -0.7356]],
  "e_lumo_ha": [-0.242, -0.242],
  "e_above_lowest_kj_mol": 618.0,
  "gap_ha": [0.274, 0.274],
  "charge": 1
}

---

2.
{
  "formula": "C7H11N2O",
  "method": "ωB97M-V/def2-TZVPD",
  "elements": ["C", "C", "C", "C", "C", "C", "C", "N", "N", "O", "H", "H", "H", "H", "H", "H", "H", "H", "H", "H", "H"],
  "positions_angstrom": [[-2.46650, 0.67814, -0.36578], [-3.34534, 0.02844, 0.35242], [-0.32599, -0.34401, 0.69548], [1.08835, 0.91028, -0.81801], [1.03057, -0.86429, 0.64867], [-0.23125, 1.05782, -0.10912], [3.25080, -0.41538, -0.37173], [-1.45008, 1.18245, -0.87539], [1.80961, -0.16469, -0.16881], [-3.58950, -1.27455, 0.15674], [-3.86519, 0.56108, 1.22543], [-1.15883, -0.96324, 0.30551], [-0.58260, -0.13928, 1.73676], [0.79633, 0.56115, -1.90637], [1.70979, 1.81009, -0.94860], [1.37685, -1.59249, 1.31080], [-0.20833, 1.88602, 0.55507], [3.42125, -0.88063, -1.37500], [3.79428, 0.56967, -0.27166], [3.46101, -1.16668, 0.33964], [-4.51522, -1.43989, -0.11604]],
  "atomic_forces_ev_per_a": [[1.5283, 0.6798, -0.5119], [-1.1964, 2.0228, 1.5966], [-0.2075, 1.6693, 0.3131], [-0.8356, -0.0325, -4.1324], [0.9168, 2.7368, -2.3112], [-0.6339, -2.6692, 1.3331], [-0.5262, 0.9778, -1.3187], [-1.3451, 0.3000, -0.4946], [-1.1349, -1.7473, 1.9767], [-0.7130, -1.4790, -0.4902], [0.6575, -0.6575, -1.5259], [0.9125, -0.1097, 0.0918], [-0.0638, -0.2783, 0.1056], [0.8992, 0.6005, 1.7904], [-0.2117, -0.3948, 0.3771], [0.9332, -1.3696, 0.5146], [0.0728, 0.6786, 0.7917], [-0.2198, 0.7084, 0.6568], [-0.4201, -1.3559, 0.0334], [0.9552, -0.4616, 0.9261], [0.6325, 0.1814, 0.2780]],
  "e_lumo_ha": -0.169,
  "e_above_lowest_kj_mol": 293.3,
  "gap_ha": 0.280,
  "charge": 1,
  "smiles": "C[N+]1=CC[C@H](N=C=CO)C1"
}